ORCA calculation (wB97M-V/def2-TZVPD) on a molecular structure, C23H29BrHfN4OS.

Computed properties:
Total charge   +4
Highest occupied orbital energy   -20.475 eV
Energy relative to the best compared isomer or geometry (same formula, charge and spin)   0.000 eV
2S+1   1

Last column: Löwdin charge in e.
Geometry (Å):
Hf (0.538, -0.944, -0.069)  1.727
C (1.462, 1.855, 4.531)  0.028
C (0.834, 0.764, 5.134)  0.016
C (0.402, -0.308, 4.374)  0.047
C (0.610, -0.260, 2.994)  -0.251
C (1.239, 0.836, 2.388)  -0.069
C (1.671, 1.900, 3.150)  -0.016
N (0.247, -1.289, 2.113)  -0.086
N (-0.276, -2.345, 2.533)  0.166
C (-0.532, -3.298, 1.536)  -0.282
C (-1.047, -4.511, 1.922)  0.087
C (-1.263, -5.489, 0.946)  0.075
C (-0.952, -5.201, -0.374)  0.036
C (-0.447, -3.954, -0.695)  -0.073
N (-0.229, -2.988, 0.232)  -0.061
H (1.796, 2.683, 5.143)  0.144
H (0.688, 0.754, 6.206)  0.144
H (-0.079, -1.162, 4.831)  0.136
H (1.407, 0.894, 1.297)  0.068
H (2.160, 2.753, 2.700)  0.134
H (-1.261, -4.684, 2.969)  0.155
H (-1.662, -6.458, 1.223)  0.156
H (-1.095, -5.932, -1.159)  0.149
H (-0.201, -3.717, -1.720)  0.086
C (6.254, -0.073, -0.072)  0.009
C (4.985, -0.363, -0.813)  -0.184
C (4.958, -0.570, -2.196)  0.099
C (3.769, -0.854, -2.873)  -0.004
C (2.639, -0.909, -2.110)  -0.640
Br (0.909, -1.327, -2.842)  0.980
N (2.599, -0.708, -0.779)  -0.162
C (3.771, -0.437, -0.143)  -0.020
H (7.107, -0.066, -0.746)  0.106
H (6.432, -0.828, 0.695)  0.113
H (6.201, 0.900, 0.418)  0.112
H (5.881, -0.518, -2.764)  0.160
H (3.749, -1.025, -3.942)  0.148
H (3.714, -0.286, 0.929)  0.139
C (-1.685, 3.556, -3.472)  -0.082
C (-2.444, 3.687, -2.160)  -0.265
C (-1.787, 2.918, -1.001)  -0.292
S (-1.990, 1.147, -1.286)  1.152
O (-0.709, 0.470, -0.497)  -0.690
C (-3.348, 0.698, -0.188)  -0.317
C (-4.643, 1.403, -0.618)  -0.256
C (-5.054, 1.117, -2.057)  -0.079
H (-2.194, 4.114, -4.256)  0.102
H (-1.619, 2.519, -3.814)  0.066
H (-0.675, 3.960, -3.386)  0.090
H (-3.489, 3.396, -2.274)  0.095
H (-2.464, 4.728, -1.830)  0.143
H (-2.201, 3.144, -0.018)  0.115
H (-0.706, 3.078, -1.001)  0.110
H (-3.041, 0.960, 0.826)  0.112
H (-3.442, -0.386, -0.299)  0.105
H (-4.560, 2.474, -0.426)  0.115
H (-5.402, 1.040, 0.079)  0.139
H (-4.351, 1.527, -2.788)  0.062
H (-6.022, 1.571, -2.262)  0.107
H (-5.152, 0.046, -2.240)  0.095